[1]
Molecular formula: C21H18N2O6
Method: DFT, ωB97M-V/def2-TZVPD

**SMILES**: COc1ccccc1[C@@H]1C(C(=O)c2ccc(C)o2)=C(O)C(=O)N1c1cc(C)on1
**Energy above the lowest of the compared OMol25 structures with the same formula, charge and spin**: 47.7 kcal per mole
**Electronic energy**: -37332.73969 eV
**Net charge**: 0
**Highest occupied orbital energy**: -8.4 eV

Atoms and positions in Å:
C -1.826 4.204 -0.245
H -2.258 4.416 0.738
O -1.386 2.872 -0.341
C -0.398 2.450 0.481
C 0.203 3.230 1.464
C 1.207 2.707 2.259
C 1.631 1.402 2.094
C 1.038 0.618 1.119
C 0.035 1.127 0.314
C -0.591 0.260 -0.753
N 0.400 -0.207 -1.711
C 0.471 -1.563 -1.751
O 1.183 -2.279 -2.432
C -0.531 -2.064 -0.777
C -1.152 -1.020 -0.191
C -2.240 -0.982 0.798
O -3.067 -0.086 0.813
C -2.264 -2.069 1.766
C -3.252 -2.429 2.656
C -2.757 -3.536 3.367
C -1.497 -3.774 2.878
O -1.198 -2.891 1.918
C -0.486 -4.799 3.241
H -0.214 -5.382 2.362
H 0.418 -4.323 3.618
H -0.885 -5.461 4.003
H -3.258 -4.086 4.137
H -4.205 -1.952 2.759
O -0.699 -3.385 -0.667
H -0.082 -3.797 -1.299
C 1.182 0.664 -2.429
N 1.033 1.965 -2.332
O 1.951 2.524 -3.159
C 2.664 1.558 -3.764
C 2.223 0.339 -3.340
H 2.557 -0.638 -3.612
C 3.727 1.956 -4.718
H 4.445 2.610 -4.227
H 3.293 2.502 -5.554
H 4.236 1.073 -5.090
H -1.363 0.850 -1.259
H 1.358 -0.405 0.977
H 2.414 0.997 2.716
H 1.661 3.331 3.016
H -0.105 4.252 1.616
H -2.599 4.311 -1.005
H -1.014 4.908 -0.452


[2]
Molecular formula: C6H17AlB2IO3Zn
Method: DFT, ωB97M-V/def2-TZVPD

**Electronic energy**: -77100.71135 eV
**Net charge**: +1
**Highest occupied orbital energy**: -11.5 eV

Atoms and positions in Å:
C 0.819 3.788 1.007
C -0.446 2.969 0.643
B 0.000 1.843 -0.319
O 0.328 1.962 -1.615
Al 0.355 -0.375 -0.072
C -0.366 -1.785 -1.305
C 0.858 -2.623 -1.696
C 1.596 -2.405 -3.017
I 3.508 -1.474 -2.866
B -0.679 -0.998 1.954
O 0.258 -1.082 2.931
O -1.995 -1.105 1.950
C -2.947 -0.026 1.835
H 1.021 4.549 0.254
H 1.720 3.171 1.078
H 0.688 4.275 1.973
H -0.956 2.611 1.536
H -1.153 3.611 0.099
H 1.124 1.552 -1.967
H 1.951 -0.515 -0.010
H -1.009 -1.519 -2.147
H -0.990 -2.368 -0.622
H 1.564 -2.372 -0.881
H 0.610 -3.693 -1.665
H 1.793 -3.343 -3.525
H 1.023 -1.763 -3.684
H -0.013 -0.755 3.805
H -3.009 0.298 0.795
H -3.905 -0.422 2.157
H -2.656 0.808 2.472
Zn 0.908 -2.817 0.903


[3]
Molecular formula: C4H7N3O3
Method: DFT, ωB97M-V/def2-TZVPD

**Energy above the lowest of the compared OMol25 structures with the same formula, charge and spin**: 138.5 kcal per mole
**Electronic energy**: -14868.90363 eV
**Net charge**: 0
**Highest occupied orbital energy**: -9.6 eV

Atoms and positions in Å:
O 3.556 2.371 0.411
C 2.748 2.325 -0.487
H 2.899 2.757 -1.493
O 1.826 0.871 -0.687
H 1.790 0.702 -1.635
N 0.723 3.177 -0.033
C 0.386 3.728 1.268
C -0.879 4.527 1.229
N -1.024 5.662 1.850
O -2.324 6.005 1.723
N -2.976 5.150 0.906
C -2.108 4.253 0.550
H 0.645 1.871 -0.262
H 0.250 2.900 1.978
H 1.183 4.369 1.672
H -2.349 3.462 -0.155
H 0.714 3.864 -0.779


[4]
Molecular formula: C7H8NO2S
Method: DFT, ωB97M-V/def2-TZVPD

**Energy above the lowest of the compared OMol25 structures with the same formula, charge and spin**: 102.1 kcal per mole
**Electronic energy**: -23804.20148 eV
**Net charge**: -1
**Highest occupied orbital energy (spin up / spin down)**: -3.0 / -3.0 eV

Atoms and positions in Å:
C 1.603 1.256 0.239
C 2.409 0.138 0.160
C -0.639 0.468 -1.115
C -1.701 -0.259 -0.828
C -2.492 -0.152 0.297
C 3.851 0.474 0.297
C -3.617 -1.291 0.397
N 1.961 -1.128 -0.025
O 2.796 -2.041 -0.202
O -2.405 0.793 1.052
S -0.094 1.604 0.017
H 2.081 2.177 0.682
H -2.144 -1.002 -1.475
H 4.453 -0.430 -0.145
H 4.101 0.634 1.426
H 4.135 1.451 -0.212
H -3.001 -2.327 0.685
H -4.327 -1.075 1.185
H -3.941 -1.450 -0.561


[5]
Molecular formula: C4H10NOS
Method: DFT, ωB97M-V/def2-TZVPD

**Energy above the lowest of the compared OMol25 structures with the same formula, charge and spin**: 45.9 kcal per mole
**Electronic energy**: -18675.11357 eV
**Net charge**: +1
**Highest occupied orbital energy**: -14.3 eV

Atoms and positions in Å:
C 1.288 0.578 0.748
C -0.189 0.785 1.039
C 1.235 0.602 -0.800
C -0.977 0.229 -0.144
N -0.134 0.245 -1.187
O -0.845 -2.065 0.162
S -2.670 0.180 0.089
H 1.995 1.326 0.993
H 1.841 -0.373 1.021
H -0.403 0.463 2.114
H -0.288 1.828 1.054
H 1.540 1.706 -1.185
H 1.803 -0.130 -1.411
H -0.467 -0.210 -2.031
H -0.344 -1.861 0.976
H -0.357 -2.849 -0.288
H -3.029 -0.455 -1.149


[6]
Molecular formula: C18H34O18
Method: DFT, ωB97M-V/def2-TZVPD

**SMILES**: COC(=O)OC.COC(=O)OC.COC(=O)OC.COC(=O)OC.COC(=O)OC.O=C1OCCO1
**Energy above the lowest of the compared OMol25 structures with the same formula, charge and spin**: 6.6 kcal per mole
**Electronic energy**: -56071.67206 eV
**Net charge**: 0
**Highest occupied orbital energy**: -10.5 eV

Atoms and positions in Å:
C -2.939 1.626 -3.678
C -2.077 1.164 -2.472
O -1.654 -0.148 -2.893
C -2.263 -0.517 -4.032
O -2.161 -1.591 -4.534
O -2.968 0.509 -4.543
H -2.421 2.440 -4.187
H -3.912 1.998 -3.366
H -2.582 1.160 -1.515
H -1.129 1.695 -2.405
C -2.981 -4.480 7.072
O -3.072 -4.003 5.734
C -3.090 -4.924 4.776
O -3.141 -6.111 4.941
O -3.053 -4.288 3.610
C -3.149 -5.114 2.431
H -3.073 -3.605 7.704
H -2.058 -5.028 7.258
H -3.801 -5.176 7.261
H -2.146 -5.364 2.092
H -3.642 -4.486 1.696
H -3.719 -6.007 2.669
C -3.991 5.102 0.533
O -4.078 3.890 1.247
C -3.268 2.904 0.839
O -2.350 3.051 0.083
O -3.586 1.728 1.371
C -4.642 1.660 2.324
H -2.985 5.529 0.572
H -4.669 5.860 0.909
H -4.204 4.919 -0.525
H -5.547 2.191 2.012
H -4.344 2.176 3.240
H -4.917 0.621 2.462
C 5.369 -1.850 -1.039
O 5.827 -1.934 -2.375
C 5.840 -3.122 -2.946
O 5.481 -4.166 -2.465
O 6.289 -2.979 -4.200
C 6.572 -4.186 -4.869
H 5.992 -1.159 -0.484
H 5.426 -2.801 -0.496
H 4.289 -1.698 -0.997
H 6.828 -3.971 -5.900
H 5.768 -4.925 -4.860
H 7.410 -4.696 -4.383
C 4.512 2.579 -1.658
O 3.347 3.214 -1.119
C 3.412 4.531 -0.989
O 4.414 5.196 -1.061
O 2.180 4.987 -0.764
C 2.068 6.349 -0.399
H 4.754 2.925 -2.663
H 4.347 1.512 -1.609
H 5.356 2.932 -1.063
H 2.290 6.505 0.655
H 1.054 6.680 -0.618
H 2.710 6.981 -1.016
C -1.595 -1.426 2.300
O -0.260 -1.129 1.888
C -0.161 -0.465 0.752
O -1.062 -0.064 0.067
O 1.131 -0.310 0.458
C 1.386 0.341 -0.781
H -1.505 -1.878 3.285
H -1.958 -2.224 1.647
H -2.317 -0.616 2.319
H 2.460 0.395 -0.941
H 0.959 1.342 -0.746
H 1.003 -0.248 -1.617


[7]
Molecular formula: C14H14N6OS
Method: DFT, ωB97M-V/def2-TZVPD

**SMILES**: O=C(Nc1ncc(C2CCC2)s1)Nc1cccc2nn[nH]c12
**Energy above the lowest of the compared OMol25 structures with the same formula, charge and spin**: 58.8 kcal per mole
**Electronic energy**: -36565.04389 eV
**Net charge**: 0
**Highest occupied orbital energy**: -8.5 eV

Atoms and positions in Å:
O 4.149 1.392 1.669
N -2.225 0.302 2.594
N -1.250 -0.395 3.179
N 1.921 -2.191 0.904
S 1.288 -0.440 -0.906
C 2.954 1.007 1.475
C 2.081 -1.008 0.525
C 0.985 -2.836 0.140
C 0.558 -1.987 -0.907
C -1.264 3.064 0.051
C -2.135 2.175 0.802
C 0.153 3.016 0.321
C -1.580 1.250 1.691
C -0.215 1.149 1.865
C 0.668 2.057 1.181
N 2.669 -0.306 1.544
N -0.022 0.138 2.724
N 2.061 2.094 1.296
C -1.593 -0.588 -2.748
C -1.966 -1.504 -1.486
C -0.549 -1.530 -3.145
C -0.624 -2.226 -1.778
H 0.713 -3.917 0.465
H -1.549 3.433 -0.924
H -3.259 2.038 0.668
H 0.865 3.770 -0.170
H 3.331 -0.868 2.066
H 0.846 -0.092 3.230
H 2.513 2.957 0.931
H -1.145 0.330 -2.397
H -2.461 -0.430 -3.472
H -1.939 -1.050 -0.500
H -2.857 -2.158 -1.534
H 0.446 -1.165 -3.399
H -0.918 -2.134 -4.001
H -0.653 -3.345 -1.953


[8]
Molecular formula: C30H33F9GdI2N5O4
Method: DFT, ωB97M-V/def2-TZVPD

**Energy above the lowest of the compared OMol25 structures with the same formula, charge and spin**: 0.0 kcal per mole
**Electronic energy**: -108784.45231 eV
**Net charge**: 0
**Multiplicity**: 8
**Highest occupied orbital energy (spin up / spin down)**: -7.5 / -7.5 eV

Atoms and positions in Å:
Gd 0.158 0.503 -0.338
C 2.366 2.785 -0.502
C 2.368 2.919 1.050
N 1.166 2.257 1.627
C 0.235 3.228 2.183
C -0.574 3.874 1.083
N -1.275 2.870 0.328
C -2.271 3.340 -0.581
C -2.874 2.162 -1.462
C -2.140 1.836 -2.742
N -0.726 2.069 -2.565
C 0.140 1.872 -3.690
C 1.624 2.012 -3.283
N 1.924 1.083 -2.143
C 2.801 1.395 -0.968
H 3.006 3.564 -0.891
H 1.388 3.038 -0.911
H 2.350 3.960 1.287
H 3.289 2.555 1.509
H 1.452 1.513 2.269
H 0.739 4.008 2.773
H -0.496 2.716 2.846
H 0.063 4.373 0.376
H -1.262 4.607 1.507
H -1.744 2.209 0.952
H -1.880 4.149 -1.228
H -3.060 3.839 -0.007
H -3.905 2.413 -1.743
H -2.935 1.276 -0.821
H -2.537 2.496 -3.554
H -2.249 0.809 -3.076
H -0.629 3.032 -2.274
H -0.006 2.615 -4.500
H -0.059 0.919 -4.146
H 1.800 3.024 -2.977
H 2.216 1.833 -4.165
H 2.185 0.164 -2.500
H 3.826 1.399 -1.232
H 4.209 -0.380 0.642
I 1.702 -3.954 -0.653
C -0.317 -3.617 -1.039
C -1.215 -4.714 -0.792
C -2.541 -4.617 -0.962
I -3.777 -6.142 -0.421
C -3.060 -3.418 -1.485
C -4.403 -3.172 -1.814
C -4.792 -2.011 -2.398
C -3.827 -1.044 -2.674
N -2.587 -1.267 -2.362
C -2.166 -2.381 -1.744
C -0.777 -2.382 -1.417
O -0.071 -1.301 -1.561
H -0.811 -5.613 -0.414
H -5.140 -3.948 -1.574
H -5.840 -1.861 -2.657
H -4.102 -0.135 -3.121
F 3.371 -2.205 2.213
C 4.451 -1.468 2.492
F 5.358 -2.286 3.098
F 4.100 -0.593 3.420
C 5.071 -0.782 1.245
O 2.479 0.415 -0.043
C 5.643 -1.791 0.232
F 4.805 -2.797 0.045
F 5.953 -1.166 -0.895
F 6.754 -2.380 0.608
C 6.003 0.347 1.559
F 7.255 -0.042 1.777
F 5.635 1.080 2.618
F 6.023 1.222 0.494
O -0.153 -0.853 1.563
C -1.398 -0.734 1.552
O -1.965 0.207 0.894
C -2.206 -1.629 2.379
C -3.591 -1.701 2.178
C -4.370 -2.610 2.889
C -3.780 -3.409 3.886
C -2.411 -3.279 4.148
C -1.641 -2.422 3.385
H -3.965 -0.970 1.449
H -5.455 -2.649 2.706
H -4.433 -4.055 4.516
H -1.914 -3.830 4.972
H -0.576 -2.376 3.579


[9]
Molecular formula: C17H32BF4LiO9
Method: DFT, ωB97M-V/def2-TZVPD

**Energy above the lowest of the compared OMol25 structures with the same formula, charge and spin**: 71.3 kcal per mole
**Electronic energy**: -48323.41403 eV
**Net charge**: 0
**Highest occupied orbital energy**: -7.1 eV

Atoms and positions in Å:
Li 0.008 -3.188 -0.807
B -0.275 -0.704 -0.471
F 0.682 -1.258 -1.327
F -1.274 -1.673 -0.275
F 0.363 -0.458 0.777
F -0.851 0.395 -1.061
C 0.382 -3.684 2.123
O 0.952 -3.771 0.799
H 0.363 -2.641 2.440
H 1.099 -4.063 2.939
H -0.587 -4.021 2.375
H 1.876 -3.813 0.891
C 1.090 1.525 -3.725
O -0.235 1.377 -3.694
H 1.467 1.119 -2.909
H 1.471 2.493 -3.642
H 1.503 0.914 -4.462
H -0.237 1.059 -2.859
C -2.171 -5.127 -1.787
O -1.671 -4.416 -0.718
H -3.416 -4.868 -2.107
H -2.117 -6.253 -1.683
H -1.761 -4.898 -2.716
H -1.943 -4.752 0.229
C 0.927 3.806 0.755
O 0.862 3.227 -0.499
H 1.684 4.585 0.686
H 0.752 3.141 1.531
H 0.076 4.448 1.174
H 0.593 2.309 -0.573
C -2.636 -1.961 3.016
O -3.493 -1.434 3.998
H -2.842 -2.535 2.244
H -1.896 -2.384 3.396
H -2.074 -1.200 2.484
H -2.903 -0.874 4.574
C 3.146 -0.693 4.658
C 4.342 -0.968 5.367
C 5.537 -1.305 4.656
C 5.585 -1.135 3.118
C 4.348 -0.773 2.494
C 3.197 -0.553 3.226
O 2.106 -0.181 2.734
O 6.644 -1.675 5.300
H 2.225 -0.525 5.262
H 4.325 -0.997 6.492
H 6.440 -1.505 2.697
H 4.371 -0.707 1.347
H 1.741 -0.365 1.730
H 6.674 -1.465 6.063
C -2.926 3.597 -2.592
C -2.613 4.806 -3.344
C -2.913 5.011 -4.640
C -3.381 3.837 -5.422
C -3.759 2.745 -4.747
C -3.589 2.517 -3.301
O -3.884 1.380 -2.672
O -2.692 6.068 -5.450
H -2.658 3.590 -1.597
H -2.056 5.664 -2.789
H -3.457 3.711 -6.398
H -3.950 1.998 -5.326
H -3.557 1.554 -1.600
H -2.987 5.959 -6.405


[10]
Molecular formula: H30O15
Method: DFT, ωB97M-V/def2-TZVPD

**Energy above the lowest of the compared OMol25 structures with the same formula, charge and spin**: 133.2 kcal per mole
**Electronic energy**: -31195.89102 eV
**Net charge**: 0
**Highest occupied orbital energy**: -9.9 eV

Atoms and positions in Å:
H -0.368 0.104 -0.340
H 0.225 -1.079 0.253
H -3.315 -4.412 1.923
H -3.048 -4.275 0.496
H 3.268 -0.386 3.219
H 2.219 -0.124 2.201
H -0.306 2.833 0.409
H -0.812 4.186 -0.147
H 2.810 -2.193 3.868
H 1.556 -3.089 4.461
H 2.698 2.427 -1.595
H 3.326 2.553 -0.271
H 0.922 2.085 1.756
H 0.726 0.480 1.842
H 0.933 -2.219 -1.169
H 2.295 -1.570 -1.165
H -4.938 2.272 -0.976
H -3.328 1.994 -0.849
H -2.438 1.044 2.026
H -2.467 2.614 2.065
H 2.100 0.207 -2.898
H 2.007 0.457 -1.376
H -0.125 -4.537 2.199
H 0.781 -5.659 2.559
H -0.103 1.446 -4.166
H -0.408 0.110 -4.569
H 0.476 3.479 -3.838
H -0.859 3.128 -3.368
H -2.209 -1.606 -0.398
H -2.804 -1.013 -1.470
O 0.412 -0.335 -0.354
O -2.831 -3.865 1.388
O 3.047 0.207 2.486
O -0.343 3.707 0.565
O 1.880 -2.451 3.756
O 3.525 2.491 -1.251
O 1.164 1.179 1.344
O 1.866 -2.361 -1.201
O -4.266 1.562 -0.964
O -2.315 1.794 1.469
O 2.566 0.517 -2.087
O -0.074 -5.508 2.189
O -0.547 0.702 -3.813
O -0.370 3.867 -3.621
O -2.528 -0.765 -0.585